Entry 1:
DFT (ωB97M-V/def2-TZVPD) results for 2 unconnected molecules or ions with the total composition C6H18O8P2 at a distorted geometry.

```
34
Properties=species:S:1:pos:R:3:lowdin_charge:R:1
C -1.329 3.812 1.932 -0.075
O -0.161 2.977 1.855 -0.193
P -0.292 1.406 1.818 0.388
O -0.457 0.835 0.465 -0.230
O 0.982 0.852 2.618 -0.200
C 2.273 0.940 2.039 -0.103
O -1.488 1.055 2.813 -0.217
C -2.076 -0.234 2.795 -0.096
H -1.703 4.042 0.935 0.094
H -1.121 4.655 2.579 0.092
H -2.172 3.273 2.376 0.080
H 2.246 1.273 0.999 0.071
H 2.738 -0.050 2.067 0.092
H 2.948 1.604 2.583 0.092
H -2.447 -0.568 3.763 0.091
H -1.438 -0.995 2.347 0.076
H -2.988 -0.193 2.184 0.096
C 0.844 -2.113 -0.094 -0.100
O 0.384 -2.480 -1.381 -0.200
P 0.949 -1.984 -2.798 0.370
O 1.610 -3.085 -3.529 -0.237
O 1.829 -0.699 -2.498 -0.197
C 1.263 0.512 -2.035 -0.115
O -0.306 -1.439 -3.580 -0.223
C -1.434 -2.298 -3.813 -0.077
H 1.716 -1.455 -0.142 0.079
H 1.177 -3.052 0.352 0.094
H 0.164 -1.610 0.590 0.060
H 0.183 0.452 -1.924 0.077
H 1.524 1.326 -2.714 0.094
H 1.645 0.864 -1.074 0.058
H -2.028 -2.348 -2.901 0.086
H -1.033 -3.305 -3.959 0.086
H -2.005 -1.968 -4.670 0.087
```

Properties
E_HOMO = -9.883 eV
SMILES = COP(=O)(OC)OC.COP(=O)(OC)OC
Orbital gap = 10.5 eV
Charge = 0

=====

Entry 2:
DFT (ωB97M-V/def2-TZVPD) results for a molecular structure, C12H25IIrN10O4Te.

```
54
Properties=species:S:1:pos:R:3:mulliken_spin:R:1
Ir -0.013 -0.370 0.585 -0.003
N -2.238 -1.399 2.818 0.000
N -2.055 -0.373 3.753 0.000
C -1.218 0.641 3.549 0.000
N -1.154 1.609 4.437 0.000
N -0.435 0.598 2.413 0.000
N 0.390 1.620 2.126 0.000
O 0.617 2.608 2.735 0.000
O 0.951 1.346 0.991 0.008
H -3.191 -1.352 2.469 0.000
H -2.127 -2.289 3.295 0.000
H -2.648 -0.340 4.576 0.000
H -1.751 1.599 5.255 0.000
H -0.521 2.389 4.339 0.000
C 3.458 4.294 -2.191 -0.038
Te 2.749 2.340 -2.550 0.961
C 3.701 2.114 -4.419 -0.035
H 3.185 4.908 -3.049 0.022
H 4.543 4.237 -2.100 0.027
H 3.012 4.673 -1.277 -0.004
H 4.773 2.229 -4.257 0.025
H 3.333 2.905 -5.072 0.024
H 3.470 1.133 -4.823 -0.003
N -0.609 -4.392 -1.944 0.000
C 0.017 -3.088 -2.356 0.000
C -0.034 -2.091 -1.220 0.000
O 0.609 -1.007 -1.283 0.012
O -0.723 -2.305 -0.187 0.000
H 0.093 -5.087 -1.673 0.000
H -1.162 -4.807 -2.701 0.000
H -1.226 -4.249 -1.134 0.000
H -0.528 -2.687 -3.210 0.000
H 1.046 -3.264 -2.663 0.000
C -4.889 0.997 -1.681 0.000
N -3.511 1.142 -1.183 0.000
C -2.804 2.312 -1.113 -0.002
C -1.600 2.010 -0.560 0.004
N -1.571 0.657 -0.288 -0.004
C -2.747 0.169 -0.678 0.001
H -5.188 1.937 -2.134 0.000
H -5.559 0.768 -0.857 0.000
H -4.928 0.213 -2.432 0.000
H -3.212 3.248 -1.457 0.000
H -0.774 2.665 -0.345 0.001
H -3.055 -0.860 -0.605 0.000
I 5.696 -2.489 1.515 0.000
C 3.702 -2.067 1.787 0.001
C 2.932 -2.304 2.910 0.000
N 1.689 -1.863 2.650 0.000
N 1.599 -1.365 1.400 0.000
C 2.825 -1.477 0.877 0.000
H 3.182 -2.758 3.856 0.000
H 0.875 -1.944 3.235 0.000
H 3.023 -1.135 -0.125 0.002
```

Properties
<S²> = 0.754
E_HOMO (alpha / beta) = -17.961 / -17.961 eV
2S+1 = 2
Orbital gap (alpha / beta) = 6.3 / 4.9 eV
Charge = +4
Energy above the lowest of the compared OMol25 structures with the same formula, charge and spin = 0.000 eV

=====

Entry 3:
DFT (ωB97M-V/def2-TZVPD) results for 5 unconnected molecules or ions with the total composition C4H18O6 at a distorted geometry.

```
28
Properties=species:S:1:pos:R:3:lowdin_charge:R:1
C 1.095 1.832 -0.590 -0.178
C 0.723 1.624 0.904 -0.161
C -0.669 2.279 1.190 -0.217
O -1.664 1.258 1.451 -0.100
C 1.846 0.600 -1.092 -0.281
O 1.260 -0.689 -1.163 -0.081
H 1.536 2.787 -0.747 0.105
H 0.129 1.839 -1.114 0.103
H 1.551 1.878 1.579 0.113
H 0.611 0.487 0.923 0.105
H -0.927 2.917 0.368 0.100
H -0.501 2.748 2.179 0.119
H -1.674 0.713 0.655 0.006
H 2.809 0.348 -0.517 0.134
H 2.286 0.814 -2.051 0.098
H 0.366 -0.536 -0.801 0.046
H -2.262 -1.367 1.576 0.050
H -1.439 -1.096 0.422 -0.031
O -1.352 -1.470 1.292 -0.038
H -0.095 -2.061 -2.863 0.069
H -0.716 -2.895 -1.712 0.065
O -0.940 -2.280 -2.422 -0.051
H -2.854 0.400 -1.496 0.060
H -1.747 -0.704 -1.788 0.020
O -1.987 0.089 -1.273 -0.043
H 2.580 -1.177 1.724 0.019
H 1.498 -2.020 2.382 0.015
O 2.335 -2.080 1.942 -0.047
```

Properties
E_HOMO = -9.915 eV
SMILES = OCCCCO.O.O.O.O
Orbital gap = 10.2 eV
Charge = 0
Energy above the lowest of the compared OMol25 structures with the same formula, charge and spin = 1.262 eV

=====

Entry 4:
DFT (ωB97M-V/def2-TZVPD) results for a single C3H8N2O2 molecule.

```
15
Properties=species:S:1:pos:R:3:lowdin_charge:R:1
C 0.283 0.262 -0.556 -0.322
C 1.121 -0.722 0.276 -0.206
C -1.187 -0.026 -0.328 -0.488
N -1.734 0.696 0.691 0.144
O 0.582 1.588 -0.185 -0.023
O 2.473 -0.324 0.165 -0.062
N -1.731 -0.933 -1.020 0.126
H 1.544 1.640 -0.138 0.094
H 3.043 -1.010 0.533 0.097
H 0.508 0.100 -1.618 0.153
H -2.731 0.732 0.789 0.098
H -1.219 1.515 0.972 0.090
H -2.711 -1.094 -0.795 0.043
H 0.961 -1.737 -0.114 0.128
H 0.797 -0.687 1.327 0.129
```

Properties
E_HOMO = -9.269 eV
SMILES = [H]/N=C(\N)[C@@H](O)CO
Orbital gap = 10.0 eV
Charge = 0
Energy above the lowest of the compared OMol25 structures with the same formula, charge and spin = 1.190 eV

=====

Entry 5:
DFT (ωB97M-V/def2-TZVPD) results for a single C14H27NO2S molecule at a distorted geometry.

```
45
Properties=species:S:1:pos:R:3:lowdin_charge:R:1
O -4.377 -2.337 0.676 -0.326
O -5.315 -3.363 -1.277 -0.325
N -3.169 -2.069 -1.604 -0.113
C 3.179 3.203 1.649 -0.183
C 1.697 2.815 1.467 -0.203
C 4.055 2.134 0.887 -0.186
C -1.202 -2.129 -0.182 -0.159
C -1.287 -0.768 -2.221 -0.162
C 1.444 1.418 2.031 -0.168
C 3.743 0.709 1.371 -0.186
C -0.036 -1.387 0.455 -0.144
C 0.183 -0.555 -1.948 -0.162
C 1.858 0.144 -0.189 -0.140
C -2.116 -1.277 -1.041 -0.410
C 2.272 0.358 1.289 -0.336
C 0.371 -0.200 -0.439 -0.300
C -5.541 -0.678 -1.222 -0.115
S -4.658 -2.191 -0.750 0.634
H -2.848 -3.043 -1.721 0.121
H 3.489 3.249 2.705 0.112
H 3.401 4.186 1.221 0.099
H 1.087 3.527 2.023 0.101
H 1.364 2.871 0.414 0.115
H 3.949 2.195 -0.210 0.107
H 5.090 2.386 1.166 0.103
H -1.770 -2.597 0.621 0.112
H -0.819 -2.934 -0.800 0.122
H -1.740 0.180 -2.577 0.123
H -1.319 -1.524 -3.029 0.121
H 0.382 1.165 1.994 0.101
H 1.778 1.382 3.089 0.127
H 4.085 0.603 2.401 0.112
H 4.351 -0.033 0.821 0.117
H -0.373 -0.999 1.413 0.117
H 0.780 -2.089 0.527 0.119
H 0.595 0.219 -2.592 0.115
H 0.742 -1.463 -2.176 0.118
H 2.115 1.012 -0.776 0.099
H 2.482 -0.662 -0.576 0.122
H -2.483 -0.413 -0.487 0.148
H 2.076 -0.561 1.817 0.122
H -0.306 0.652 -0.238 0.145
H -6.007 -0.853 -2.177 0.061
H -6.351 -0.444 -0.543 0.067
H -4.849 0.158 -1.265 0.059
```

Properties
E_HOMO = -9.741 eV
SMILES = CS(=O)(=O)N[C@H]1CC[C@@H](CC2CCCCC2)CC1
Orbital gap = 10.4 eV
Charge = 0
Energy above the lowest of the compared OMol25 structures with the same formula, charge and spin = 0.000 eV

=====

no.,calculated total energy (hartree)
1,-1524.20052
2,-1989.29879
3,-614.58966
4,-379.09727
5,-1153.05569